*A*
{
  "formula": "C3H2ClNOS2",
  "method": "the ωB97M-V functional and the def2-TZVPD basis",
  "symbols": ["C", "C", "C", "N", "O", "S", "S", "Cl", "H", "H"],
  "positions_angstrom": [[-1.54699, -0.74923, 0.01193], [-1.38456, 0.54900, -0.29201], [0.63484, -0.58828, 0.64638], [-0.33930, -1.31378, 0.44221], [0.43221, 2.30795, 0.65692], [3.12524, -1.37384, 0.04058], [0.33609, 1.08146, -0.15964], [3.35797, 0.42548, -0.82686], [-2.34947, -1.46357, 0.05527], [-2.26604, 1.12481, -0.57479]]
}

=====

*B*
{
  "formula": "C3H2ClNOS2",
  "method": "the ωB97M-V functional and the def2-TZVPD basis",
  "symbols": ["C", "C", "C", "N", "O", "S", "S", "Cl", "H", "H"],
  "positions_angstrom": [[0.77171, 0.22057, -1.12517], [1.00237, -0.07143, 0.12621], [-1.11871, 1.58053, -2.02024], [-0.24283, 1.01345, -1.45750], [0.01360, -0.18652, 2.54318], [-2.02686, -0.57154, 0.52310], [-0.27323, 0.56396, 1.33905], [-1.67045, -2.39869, 1.22878], [1.60360, 0.31781, -1.83719], [1.94080, -0.46815, 0.67977]]
}

=====

Stability, highest: *B*

=====

*A*
{
  "formula": "H13O6",
  "method": "the ωB97M-V functional and the def2-TZVPD basis",
  "total_charge": 1,
  "symbols": ["O", "H", "H", "H", "O", "H", "H", "O", "H", "H", "O", "H", "H", "O", "H", "H", "O", "H", "H"],
  "positions_angstrom": [[-2.24340, -14.58179, -13.25833], [-2.51395, -15.39803, -13.79039], [-1.85204, -13.86279, -13.80498], [-3.01766, -14.33806, -12.65017], [-3.89558, -14.20505, -8.88730], [-4.15702, -14.29885, -9.80924], [-4.15805, -15.03061, -8.46336], [-3.45998, -16.57121, -14.49289], [-3.14964, -16.92642, -15.33788], [-4.13269, -17.19495, -14.18882], [-1.37200, -13.37205, -15.83116], [-1.19376, -13.57244, -16.75830], [-1.45896, -12.41108, -15.79733], [-2.16230, -11.76003, -13.36168], [-1.28239, -11.47169, -13.07923], [-2.61457, -10.94569, -13.61693], [-4.31076, -13.70940, -11.82524], [-4.41783, -12.95478, -11.22408], [-4.97200, -13.56942, -12.52024]]
}

=====

*B*
{
  "formula": "H13O6",
  "method": "the ωB97M-V functional and the def2-TZVPD basis",
  "total_charge": 1,
  "symbols": ["O", "H", "H", "H", "O", "H", "H", "O", "H", "H", "O", "H", "H", "O", "H", "H", "O", "H", "H"],
  "positions_angstrom": [[44.40900, 45.90100, 37.41900], [44.55600, 46.75300, 37.90300], [44.10400, 46.07300, 36.43600], [44.15600, 45.31800, 38.10000], [43.21500, 45.98000, 34.86100], [43.30200, 45.78100, 33.91800], [42.45000, 46.57600, 34.92700], [46.42200, 47.58100, 37.02500], [47.05100, 47.47700, 37.95600], [46.71700, 46.78800, 36.42900], [43.10600, 48.63000, 37.23200], [42.79900, 49.52000, 37.65700], [42.37000, 48.12700, 36.85100], [43.54800, 43.93400, 39.00400], [43.05500, 44.48300, 39.69000], [43.13800, 43.05500, 38.80600], [45.56500, 46.16500, 39.88900], [45.17100, 45.69900, 40.52500], [46.61700, 45.90500, 39.74100]]
}

=====

Stability, highest: *A*

=====

*A*
{
  "formula": "C10H16N2O3",
  "method": "the ωB97M-V functional and the def2-TZVPD basis",
  "smiles": "COCCCC[C@@H]1C[C@H](OC#N)C(=O)N1",
  "symbols": ["C", "O", "C", "C", "C", "C", "C", "C", "C", "O", "C", "N", "C", "O", "N", "H", "H", "H", "H", "H", "H", "H", "H", "H", "H", "H", "H", "H", "H", "H", "H"],
  "positions_angstrom": [[3.21838, -0.96937, 0.57049], [2.56240, 0.29000, 0.68758], [2.32089, 0.75502, -0.64566], [1.22683, 1.87810, -0.73324], [0.51412, 2.20944, 0.61619], [-0.72507, 1.30459, 0.95954], [-0.62830, -0.17552, 0.46450], [-1.06857, -0.53997, -1.00684], [-1.99558, -1.79455, -0.81413], [-3.33079, -1.75112, -1.39988], [-3.90252, -0.57651, -1.14595], [-4.34491, 0.43189, -0.86869], [-2.10225, -2.06917, 0.75541], [-2.43358, -3.06837, 1.31332], [-1.67828, -0.85284, 1.28643], [3.47063, -1.42773, 1.54776], [2.62853, -1.72741, -0.00708], [4.16948, -0.80385, -0.00590], [3.31124, 1.09644, -1.05034], [1.98711, -0.09460, -1.29148], [1.76226, 2.81297, -1.04061], [0.51543, 1.67689, -1.57007], [1.19772, 2.23496, 1.49184], [0.11989, 3.25430, 0.52105], [-0.79910, 1.27589, 2.07602], [-1.69992, 1.70073, 0.59553], [0.30385, -0.75009, 0.65556], [-1.42847, 0.25159, -1.69074], [-0.14690, -1.00636, -1.43959], [-1.61679, -2.77186, -1.18441], [-1.57834, -0.77218, 2.29486]]
}

=====

*B*
{
  "formula": "C10H16N2O3",
  "method": "the ωB97M-V functional and the def2-TZVPD basis",
  "symbols": ["C", "C", "C", "C", "C", "C", "C", "C", "C", "C", "H", "H", "H", "H", "H", "H", "H", "H", "H", "H", "H", "H", "H", "H", "H", "H", "N", "N", "O", "O", "O"],
  "positions_angstrom": [[0.62999, 1.45400, -0.68147], [0.88513, 0.61884, 0.46994], [0.77019, 2.81260, -0.23877], [-0.36901, 2.95415, 0.83602], [-1.42761, 2.02917, 0.22224], [-0.04397, -1.41795, -0.71986], [-1.45252, -0.94794, -0.52530], [0.33226, -2.86595, -0.54686], [0.63012, -3.05111, 0.88948], [1.73449, -1.92098, 1.07183], [-1.09819, 1.73695, -1.79001], [1.19766, 1.22099, -1.56089], [1.75399, 3.08600, 0.13797], [0.68183, 3.48671, -1.18944], [0.16636, 2.41119, 1.76055], [-0.83749, 4.07646, 1.14802], [-1.98764, 1.29530, 0.99573], [-2.39598, 2.38362, -0.27669], [0.31612, -1.01721, -1.62249], [-0.38802, -3.55405, -0.92409], [1.15933, -3.11083, -1.11942], [1.06619, -4.04117, 1.04561], [-0.33671, -2.78901, 1.44353], [2.75565, -1.96391, 0.40327], [2.15925, -1.40867, 2.28342], [-3.06164, -0.98633, -1.39204], [-0.82966, 1.27725, -0.88266], [0.68515, -0.70621, 0.37899], [1.45134, 1.07122, 1.42843], [-1.97593, -0.65229, 0.57766], [-2.17068, -1.48082, -1.62270]]
}

=====

Stability, highest: *A*

=====

*A*
{
  "formula": "C9H16N2O5S",
  "method": "the ωB97M-V functional and the def2-TZVPD basis",
  "symbols": ["C", "C", "C", "C", "C", "C", "C", "C", "C", "H", "H", "H", "H", "H", "H", "H", "H", "H", "H", "H", "H", "H", "H", "H", "H", "N", "N", "O", "O", "O", "O", "O", "S"],
  "positions_angstrom": [[-4.13774, -0.89149, 1.29740], [-2.34360, -1.19300, -0.19341], [-1.27340, -0.65937, -0.89829], [-1.85867, 1.76131, -1.16475], [-1.26137, 2.09457, 0.20019], [1.15216, 1.99725, -0.38890], [1.68550, 0.91193, 0.60896], [3.72782, -0.39477, 0.58032], [3.27307, -1.44646, -0.34593], [-3.28632, -1.70240, 1.79385], [-5.23578, -1.54528, 1.05438], [-4.49916, 0.06186, 1.95816], [-1.53746, 2.63850, -1.72749], [-2.94590, 1.64523, -1.33713], [-1.85448, 3.00327, 0.55307], [-1.31037, 1.15995, 0.78780], [0.89151, 1.56568, -1.40868], [1.79267, 2.81837, -0.63927], [1.00400, 0.01595, 0.55783], [1.73785, 1.35090, 1.57620], [4.92152, -0.24175, 0.33487], [3.51545, -0.61879, 1.68770], [3.58290, -1.18989, -1.34514], [2.20333, -1.67870, -0.40840], [3.29327, -3.26843, -0.69220], [-2.24024, -2.36894, 0.18434], [-0.37739, -1.57778, -1.06746], [-3.49991, -0.43365, 0.04759], [-1.25501, 0.50259, -1.67971], [0.05502, 2.60507, 0.35761], [3.10641, 0.83274, 0.10261], [3.80699, -2.70780, -0.09234], [-0.83267, -3.04667, -0.29376]]
}

=====

*B*
{
  "formula": "C9H16N2O5S",
  "method": "the ωB97M-V functional and the def2-TZVPD basis",
  "symbols": ["C", "C", "C", "C", "C", "C", "C", "C", "C", "H", "H", "H", "H", "H", "H", "H", "H", "H", "H", "H", "H", "H", "H", "H", "H", "N", "N", "O", "O", "O", "O", "O", "S"],
  "positions_angstrom": [[-0.76083, -0.30113, -0.82090], [0.44769, -0.25703, 0.05690], [-1.98125, 0.70472, -0.33697], [-3.27854, 0.01139, -0.95760], [-4.98801, 0.08193, 1.40400], [2.70877, 0.69526, 0.33706], [3.30391, 2.07121, 0.20098], [3.76629, -0.29577, -0.29338], [3.10049, -1.68623, -0.37797], [-0.44731, -2.36740, -0.63049], [-2.08536, -1.65700, 0.39909], [-0.68699, 0.01283, -1.82695], [-1.84149, 1.80486, -0.54407], [-2.06410, 0.89225, 0.96943], [-3.28849, -1.31820, -0.42183], [-3.36897, -0.02554, -2.19644], [-5.80911, -0.99090, 1.34379], [-5.64901, 0.56704, 2.41588], [-3.74206, -0.08421, 1.56831], [1.61764, 0.80299, -1.49323], [2.43190, 0.51831, 1.42808], [4.64561, -0.31526, 0.33473], [4.16089, 0.09379, -1.33373], [2.33354, -3.22173, 0.89019], [3.23385, 3.86519, 0.11916], [-1.45202, -1.57687, -0.71400], [1.40076, 0.56458, -0.37096], [0.40213, -0.73877, 1.17513], [4.43520, 2.36888, 0.64327], [1.91322, -1.72040, -0.97620], [3.43988, -2.67507, 0.74594], [2.62302, 3.06468, -0.55475], [-4.52125, 1.11160, -0.18246]]
}

=====

Stability, highest: *A*

=====

*A*
{
  "formula": "C4H9N2O",
  "method": "the ωB97M-V functional and the def2-TZVPD basis",
  "smiles": "CO/C=C\\NC=[NH2+]",
  "total_charge": 1,
  "symbols": ["C", "O", "C", "C", "N", "C", "N", "H", "H", "H", "H", "H", "H", "H", "H", "H"],
  "positions_angstrom": [[-2.17179, 0.09474, -1.30852], [-0.86939, 0.08308, -0.63891], [-1.05498, 0.08352, 0.66406], [0.00816, -0.13713, 1.55988], [1.35617, -0.48126, 1.23976], [2.22222, -0.13043, 0.27317], [1.81934, 0.44407, -0.87662], [-2.92880, 0.67852, -0.73951], [-2.60784, -0.94137, -1.28250], [-2.14317, 0.56782, -2.35300], [-2.06271, 0.07146, 1.00160], [-0.18536, -0.34706, 2.60616], [1.84901, -0.88939, 2.03771], [3.22532, -0.17166, 0.66791], [0.94771, 0.26109, -1.37541], [2.59610, 0.81401, -1.47578]]
}

=====

*B*
{
  "formula": "C4H9N2O",
  "method": "the ωB97M-V functional and the def2-TZVPD basis",
  "smiles": "CC(C)=N[N+](C)=O",
  "total_charge": 1,
  "symbols": ["C", "C", "C", "N", "N", "C", "O", "H", "H", "H", "H", "H", "H", "H", "H", "H"],
  "positions_angstrom": [[1.46074, 1.67933, -0.41087], [0.37125, 0.69526, -0.44690], [-0.43873, 0.72002, -1.60890], [0.20752, -0.19850, 0.80132], [-0.58507, -1.15111, 0.60808], [-0.68274, -1.87131, 1.87112], [-1.10704, -1.50436, -0.40215], [0.92802, 2.60800, -0.35143], [2.00138, 1.69266, -1.32046], [2.01998, 1.47772, 0.51600], [-0.14954, 1.58652, -2.19880], [-1.52974, 0.74958, -1.49232], [-0.45426, -0.27706, -2.17420], [-1.69688, -2.17072, 2.17151], [-0.24697, -1.24944, 2.79463], [-0.09793, -2.78661, 1.64336]]
}

=====

Stability, highest: *A*

=====

*A*
{
  "formula": "C3H4OS",
  "method": "the ωB97M-V functional and the def2-TZVPD basis",
  "smiles": "C=CC(=O)S",
  "symbols": ["C", "C", "C", "O", "S", "H", "H", "H", "H"],
  "positions_angstrom": [[2.28647, -0.39804, -0.08019], [0.96525, -0.78516, 0.31094], [-0.11486, 0.30721, 0.19407], [0.55228, 1.44666, -0.04274], [-1.68259, -0.31022, -0.09734], [3.05432, -1.06005, -0.59745], [2.35912, 0.83461, -0.17324], [0.79475, -1.83856, -0.13823], [-2.52606, 0.71005, 0.25940]]
}

=====

*B*
{
  "formula": "C3H4OS",
  "method": "the ωB97M-V functional and the def2-TZVPD basis",
  "smiles": "S=C1CCO1",
  "symbols": ["S", "C", "C", "C", "O", "H", "H", "H", "H"],
  "positions_angstrom": [[-1.90090, 1.18987, -1.47667], [-0.56897, 0.54812, -0.80747], [-0.55646, -0.48212, 0.24565], [1.02624, -0.10646, 0.32822], [0.68480, 0.85760, -0.76579], [-0.97621, -1.46461, 0.02897], [-0.91272, 0.01195, 1.15730], [1.74433, -0.93115, 0.04167], [1.45989, 0.37681, 1.24813]]
}

=====

Stability, highest: *B*

=====

*A*
{
  "formula": "CH2N4O2",
  "method": "the ωB97M-V functional and the def2-TZVPD basis",
  "symbols": ["C", "H", "H", "N", "N", "N", "N", "O", "O"],
  "positions_angstrom": [[0.19500, 0.00596, 0.18205], [2.13496, -1.28236, -0.50713], [-0.95983, 2.09902, 0.54343], [1.29835, 0.48851, 0.04241], [-0.88906, 0.97300, -0.09023], [-1.99800, 0.19915, -0.10411], [-1.75123, -0.92205, -0.20142], [2.36261, -0.29063, -0.13745], [-0.39280, -1.27059, 0.27246]]
}

=====

*B*
{
  "formula": "CH2N4O2",
  "method": "the ωB97M-V functional and the def2-TZVPD basis",
  "symbols": ["C", "N", "N", "N", "N", "O", "O", "H", "H"],
  "positions_angstrom": [[-1.61818, -0.20596, -0.32901], [2.65326, 0.85587, -0.32932], [-1.25717, -1.41246, 0.23350], [1.59849, 0.48106, 0.10935], [0.73483, -0.05544, 0.63714], [-2.67241, -0.82890, 0.13500], [-1.27474, 0.73509, -0.93722], [2.55598, 1.82315, -0.67278], [-0.72006, -1.39241, 1.15334]]
}

=====

Stability, highest: *B*

=====

*A*
{
  "formula": "H14O6S",
  "method": "the ωB97M-V functional and the def2-TZVPD basis",
  "smiles": "O.O.O.O.O.O.S",
  "symbols": ["O", "H", "H", "O", "H", "H", "O", "H", "H", "O", "H", "H", "O", "H", "H", "O", "H", "H", "S", "H", "H"],
  "positions_angstrom": [[-2.23070, 0.59256, -2.63283], [-1.67463, 0.40707, -3.40404], [-1.73937, 1.01915, -1.93103], [-0.71599, -3.17600, 0.26739], [-1.05862, -2.30487, 0.52442], [-1.24285, -3.52612, -0.44565], [-2.22638, -0.88361, -0.09362], [-1.93448, -0.14876, 0.44744], [-2.48937, -0.53571, -0.96950], [0.45963, -4.38623, -3.96939], [0.58641, -4.78481, -3.10730], [0.65380, -5.08331, -4.60658], [0.37353, -0.04215, -0.48182], [1.22692, 0.25114, -0.81291], [0.58833, -0.87390, -0.03035], [1.91217, -2.00211, 0.76434], [2.12795, -2.68551, 1.40583], [1.21361, -2.47138, 0.27079], [1.27749, 5.64749, 3.48656], [2.36465, 5.01062, 3.80599], [0.77622, 4.60611, 2.84518]]
}

=====

*B*
{
  "formula": "H14O6S",
  "method": "the ωB97M-V functional and the def2-TZVPD basis",
  "smiles": "O.O.O.O.O.O.S",
  "symbols": ["O", "H", "H", "O", "H", "H", "O", "H", "H", "O", "H", "H", "O", "H", "H", "O", "H", "H", "S", "H", "H"],
  "positions_angstrom": [[-1.63565, 1.21693, 3.38276], [-1.85025, 0.72912, 4.17101], [-2.04737, 0.73473, 2.64483], [-1.86999, 2.01752, -0.71085], [-1.48056, 2.75719, -0.22152], [-1.17506, 1.31591, -0.72694], [0.96161, 1.62750, 1.36709], [1.63650, 1.74610, 2.07168], [0.21736, 1.49784, 1.98332], [1.15995, -0.63417, -0.63562], [1.62861, 0.18795, -0.83092], [1.04779, -0.37069, 0.27210], [-2.01711, -0.43071, 1.02802], [-2.13106, -1.30331, 0.57976], [-2.73279, 0.17639, 0.73469], [-1.27658, -1.80442, -1.44319], [-0.96796, -2.39463, -2.14936], [-0.44252, -1.35301, -1.24200], [4.31469, -2.09978, -4.02078], [4.85488, -2.57127, -2.89108], [3.80553, -1.04520, -3.36298]]
}

=====

Stability, highest: *B*